318
Properties=species:S:1:pos:R:3 method="wB97M-V/def2-TZVPD" homo_lumo_gap_ev=8.1617 e_tot_ha=-5352.318808 homo_ev=-7.89 relative_energy_kj_mol=0.0 e_lumo_ev=0.3
H 22.356 1.665 23.881
H 25.536 2.142 20.422
H 30.077 -3.789 25.174
H 18.428 -2.164 26.677
H 19.539 -4.400 16.674
H 20.013 -8.633 14.065
H 30.774 1.613 26.034
H 23.538 4.837 26.621
H 24.936 -4.283 23.965
O 20.223 -3.164 20.304
H 30.067 -3.041 20.450
H 23.747 -5.274 19.972
H 23.774 2.104 28.847
H 19.072 -4.231 18.994
H 23.300 0.506 18.217
H 27.020 -5.700 15.660
H 27.092 -7.947 16.509
C 16.655 -6.978 21.673
H 19.908 0.176 22.912
H 26.216 -5.529 21.703
H 31.097 -1.155 23.701
H 19.201 -4.790 21.398
H 21.743 -3.044 21.324
H 26.940 -7.950 26.872
H 20.536 -10.227 16.086
C 28.593 -4.934 26.081
C 22.839 -5.200 14.897
H 28.598 2.273 25.436
H 25.045 -4.139 16.284
H 22.420 -7.795 16.732
H 29.990 -4.622 19.470
H 21.858 4.792 26.133
C 19.021 -7.342 21.929
H 28.525 -1.272 15.629
H 27.813 -3.195 25.152
C 21.245 -7.139 18.972
C 28.264 -5.758 24.781
C 26.172 -3.996 26.493
H 26.214 -2.084 18.075
H 27.083 0.206 17.409
H 26.052 -6.718 29.485
H 22.352 0.722 27.015
C 24.228 1.068 18.482
C 25.851 -2.161 21.471
C 18.041 -0.248 21.694
H 30.420 1.442 17.497
H 19.821 -1.311 22.006
H 26.432 -1.261 21.602
H 30.641 -5.340 25.744
C 21.036 -1.782 17.923
C 22.453 -9.237 21.732
H 23.329 -11.173 25.920
C 19.261 -7.615 15.723
H 24.433 0.071 21.694
C 28.121 -2.795 18.645
H 25.393 -7.887 17.031
H 21.862 -9.240 24.756
H 27.569 -0.334 19.074
H 22.515 -12.301 24.941
H 18.393 -0.448 19.473
H 18.805 -7.886 22.924
H 20.732 -2.923 23.661
H 18.285 1.808 22.312
H 15.312 -2.722 21.978
H 19.566 -5.664 14.574
O 22.418 -3.254 22.008
H 22.758 -4.160 15.217
H 23.127 -9.360 20.824
C 23.774 2.712 27.929
H 22.798 -0.724 22.072
H 27.587 -3.453 21.511
H 18.595 -5.263 25.056
C 18.176 -5.132 21.321
C 27.771 1.312 22.248
C 26.247 -4.757 27.796
H 28.559 -0.903 23.382
H 25.617 -9.858 23.254
C 21.321 -11.365 20.999
H 20.128 0.328 21.239
C 20.600 -3.708 24.551
C 24.909 -12.450 24.006
H 31.738 -0.573 25.209
C 19.345 -2.137 26.087
C 18.789 -6.363 14.861
H 25.325 -2.453 24.037
H 28.539 -5.093 23.954
H 29.742 -3.028 16.168
H 20.589 -6.937 19.839
H 25.285 -12.421 25.022
H 28.786 -7.490 26.897
H 17.822 1.613 20.576
H 22.478 -5.874 15.719
H 28.796 0.480 15.630
C 21.916 2.451 24.577
H 26.156 -4.847 13.642
H 27.518 -7.613 29.164
H 14.753 -1.364 24.716
H 15.516 0.970 20.971
H 24.572 1.525 17.565
H 24.858 -3.708 13.918
H 24.292 4.854 24.247
H 32.444 0.464 22.350
O 24.924 1.971 24.635
H 24.217 -12.114 21.077
H 31.062 2.961 24.996
H 20.608 -11.693 23.357
H 21.528 -8.661 21.491
H 19.199 -1.348 25.314
C 23.497 -5.470 21.002
H 22.943 -8.659 22.528
H 27.690 -5.899 29.891
H 17.578 -8.625 14.820
H 25.788 -12.276 23.317
C 15.809 -1.465 24.521
H 21.460 -1.492 18.916
H 24.974 0.449 18.936
C 25.240 -9.288 14.805
N 24.297 -7.107 14.741
C 21.744 -8.654 17.021
H 23.894 -6.504 21.085
N 17.399 -0.835 22.842
C 30.046 -4.518 25.994
H 23.249 -4.901 23.672
C 26.994 -6.038 27.772
C 23.937 -11.200 23.874
H 23.795 -0.246 27.407
C 31.129 1.027 23.928
H 28.840 1.813 17.865
H 20.043 -2.820 16.006
C 24.962 -5.220 16.170
C 18.104 -8.602 15.778
H 32.876 2.069 22.942
H 19.948 -6.863 22.160
C 25.763 -4.570 21.384
C 20.638 -8.038 17.911
N 19.825 -7.101 17.058
H 25.766 -4.491 20.273
C 23.094 3.363 25.135
H 27.210 -6.075 24.768
C 25.042 -4.778 13.708
H 24.327 -8.999 24.200
H 23.556 -0.819 20.502
H 23.504 3.676 23.123
C 24.842 -9.931 24.039
C 19.483 -3.325 16.819
C 31.294 1.967 25.155
H 27.094 2.267 24.563
N 28.438 -5.687 27.381
H 21.521 -3.764 25.076
H 24.446 -9.662 15.444
H 21.337 1.885 25.296
C 28.151 2.352 24.425
H 24.464 3.685 20.527
H 26.782 0.921 22.525
C 23.379 0.511 26.742
H 20.164 -1.939 26.802
H 24.631 -5.095 12.795
H 18.373 -6.657 13.914
H 22.106 -7.729 19.298
H 22.363 -5.397 13.974
H 22.378 -9.294 17.709
H 18.991 -9.468 17.913
H 20.360 -4.657 24.041
H 15.937 -6.186 21.393
H 16.050 -2.516 24.514
C 15.095 -1.619 22.047
C 29.620 1.062 18.038
H 24.955 -9.454 13.746
C 24.353 -4.529 21.882
C 24.553 -1.819 23.713
H 25.456 3.310 19.202
C 19.808 -3.481 19.199
C 26.671 -7.569 13.795
C 27.271 -1.932 17.764
C 21.656 -10.326 24.689
C 32.446 1.097 23.209
C 20.431 -8.243 15.000
H 32.329 1.908 25.506
H 22.012 -9.843 15.121
C 21.016 -10.679 23.368
C 29.169 -0.320 17.584
H 27.747 2.296 21.854
H 27.166 -6.611 13.895
O 18.739 -6.561 17.860
H 19.136 -8.035 21.172
H 28.064 -2.401 19.638
C 28.620 1.205 23.485
C 25.738 1.470 27.128
H 27.231 -2.161 16.694
H 24.464 3.621 27.988
C 23.420 4.264 23.998
H 24.307 1.309 24.326
C 24.476 -2.027 22.132
C 29.604 -2.777 18.308
H 17.631 -1.914 20.117
H 15.272 -1.286 21.043
H 16.055 1.134 23.921
H 26.086 -6.791 25.942
H 28.280 3.313 24.004
H 21.635 2.652 27.634
N 30.000 -1.344 18.261
H 23.623 -1.941 24.283
H 21.454 -12.450 21.172
C 24.333 -5.549 14.847
H 18.403 -9.641 15.973
H 29.520 -0.007 26.066
H 22.258 4.050 28.474
H 26.747 -3.392 22.972
O 17.517 -4.127 26.296
H 16.610 -7.315 22.674
H 28.224 0.593 21.491
C 27.657 -3.692 26.125
H 25.274 -5.026 28.227
N 20.194 -2.918 18.036
C 19.547 -0.257 21.994
H 23.512 0.072 25.747
C 17.610 1.268 21.613
H 31.381 -1.216 16.915
O 30.144 2.584 22.486
H 33.148 0.553 23.853
C 27.710 -0.501 17.996
H 17.465 -2.735 22.267
C 25.572 -7.763 14.863
C 18.478 -4.306 25.637
H 22.946 -7.820 13.613
N 23.239 -11.464 22.542
C 22.467 2.058 19.850
H 24.162 -5.488 16.874
C 29.561 -0.564 25.152
C 21.213 -9.323 15.815
C 15.541 0.631 23.070
C 24.266 1.829 26.771
C 26.121 -7.466 16.271
H 16.399 -0.947 25.267
H 26.279 -7.723 12.809
H 18.124 -7.262 18.034
C 28.460 -0.158 24.162
H 28.134 -2.995 26.886
C 19.769 -9.069 18.593
O 31.356 -1.231 17.897
H 26.361 2.296 26.815
H 26.148 -9.880 14.984
C 30.941 -0.397 24.476
N 23.745 2.057 19.420
H 26.071 0.667 26.539
H 25.441 -10.112 24.956
C 22.424 3.363 27.623
C 26.253 -5.952 16.385
C 16.064 1.380 21.800
C 22.675 4.143 26.401
H 16.689 -0.421 19.985
H 29.936 1.098 19.098
H 21.901 -2.015 17.297
H 17.376 -8.318 16.558
H 24.618 -5.949 23.579
O 29.240 -6.828 27.464
N 29.984 1.319 23.016
C 22.884 -11.275 24.943
O 21.661 1.265 19.487
H 20.917 -10.407 25.510
O 17.872 -2.185 22.958
H 25.853 -2.979 26.713
H 22.469 -5.468 21.243
H 30.353 -4.014 26.927
C 15.956 -0.848 23.095
H 25.630 -4.553 25.715
H 20.274 -9.976 23.070
H 29.693 -4.555 17.010
C 24.270 -4.907 23.348
H 29.348 -1.599 25.437
H 25.419 -7.558 27.459
H 21.135 -7.391 14.759
H 26.715 -4.055 28.519
H 21.672 -11.130 19.977
H 29.915 3.149 23.246
O 24.259 -11.273 21.596
H 28.882 -6.631 24.657
H 14.462 0.822 23.208
H 24.488 -13.432 23.741
C 17.700 -0.827 20.239
H 17.960 -5.855 15.327
H 14.009 -1.429 22.258
C 27.090 -6.601 29.257
H 16.542 -7.870 21.005
C 29.132 -0.464 16.037
H 25.591 -2.255 20.433
C 24.818 2.870 19.932
H 27.805 -3.864 18.626
C 30.077 -3.510 17.050
H 27.487 -0.165 24.695
H 18.426 -3.037 16.859
O 17.233 -4.331 21.081
H 25.760 1.203 28.178
H 20.412 -1.041 17.450
H 19.301 -8.563 19.400
N 17.952 -6.415 21.598
H 24.817 -0.775 23.802
C 30.268 -3.505 19.486
C 26.574 -3.406 21.901
C 26.272 -7.088 26.944
H 30.073 -0.686 15.584
O 23.806 -7.381 13.463
C 21.999 -10.637 22.157
N 23.773 -3.198 21.587
H 20.460 -9.891 18.969
N 19.499 -3.424 25.443
H 22.236 2.840 20.639
H 22.598 4.982 23.901
H 31.106 -3.523 17.041
H 21.297 3.125 24.002
H 21.582 -6.165 18.638
H 15.676 2.457 21.701
H 26.687 -5.632 17.306
H 20.287 -11.091 20.876
H 31.293 -3.538 19.190
H 27.357 -8.414 13.905
N 24.263 2.680 25.616
C 23.770 -0.778 21.555